Here is a structure of composition C23H37MgO3 from the Open Molecules 2025 dataset. Energies are from wB97M-V/def2-TZVPD.

Calculated values
Charge = -1
LUMO (alpha / beta) = 2.70 / 2.78 eV
Kohn-Sham gap (alpha / beta) = 0.1561 / 0.1401 hartree
HOMO (alpha / beta) = -1.5425 / -1.0301 eV
M = 385.9 g mol⁻¹

Last column: Löwdin charge in e.
Positions of all 64 atoms, in Å:
O1 -0.426 3.544 -1.838  -0.12
C1 -1.714 2.960 -1.515  -0.17
C2 -1.772 2.140 -2.846  -0.07
H1 -2.516 3.724 -1.551  0.10
H2 -1.646 2.479 -0.530  0.10
C3 -0.316 2.802 -3.076  -0.53
H3 -2.534 2.479 -3.543  0.09
H4 -1.808 1.060 -2.795  0.09
C4 -0.177 3.892 -4.190  -0.03
H5 -0.939 4.688 -4.127  0.08
H6 -0.166 3.472 -5.231  0.08
H7 0.795 4.404 -4.046  0.08
C5 0.684 1.695 -2.885  -0.04
H8 0.383 1.193 -1.935  0.06
H9 1.707 2.057 -2.744  0.08
H10 0.664 0.894 -3.659  0.10
Mg1 -0.729 -0.888 0.650  0.72
C6 0.290 -3.449 0.011  -0.19
C7 -0.218 -3.271 1.329  -0.22
C8 -1.615 -2.949 1.210  -0.30
H11 0.232 -3.707 2.212  0.09
C9 -1.926 -2.877 -0.185  -0.27
C10 -0.745 -3.204 -0.914  -0.19
H12 -0.704 -3.470 -1.969  0.08
H13 1.233 -3.955 -0.214  0.09
H14 -2.338 -2.978 2.030  0.08
H15 -2.938 -2.852 -0.584  0.08
C11 2.712 -0.880 0.898  -0.39
C12 1.725 -0.261 -0.118  -0.22
C13 1.841 1.097 0.259  -0.25
H16 1.779 -0.564 -1.165  0.07
C14 1.911 1.155 1.692  -0.17
C15 2.289 -0.099 2.133  -0.10
H17 2.540 -0.444 3.139  0.08
H18 3.734 -0.543 0.556  0.13
H19 2.135 1.898 -0.433  0.08
H20 1.748 2.023 2.347  0.09
O2 -3.982 0.902 0.545  -0.20
C16 -4.835 1.630 -0.378  -0.20
C17 -5.781 2.614 0.377  -0.18
H21 -5.493 0.976 -0.984  0.11
H22 -4.212 2.288 -1.046  0.09
C18 -5.501 2.426 1.871  -0.18
H23 -6.825 2.380 0.169  0.09
H24 -5.550 3.645 0.063  0.10
C19 -4.380 1.326 1.944  -0.15
H25 -6.413 2.103 2.416  0.10
H26 -5.132 3.341 2.369  0.10
H27 -4.718 0.457 2.572  0.12
H28 -3.457 1.807 2.345  0.11
C20 4.960 -2.838 0.164  -0.04
C21 4.117 -2.682 1.426  -0.60
C22 4.018 -4.008 2.175  -0.03
C23 4.781 -1.618 2.309  -0.06
O3 2.761 -2.300 1.046  -0.11
H29 5.932 -3.265 0.430  0.08
H30 5.142 -1.870 -0.316  0.08
H31 4.474 -3.504 -0.555  0.09
H32 5.021 -4.319 2.501  0.08
H33 3.387 -3.896 3.070  0.09
H34 3.604 -4.794 1.522  0.09
H35 5.028 -0.702 1.749  0.09
H36 4.151 -1.362 3.164  0.07
H37 5.731 -2.001 2.682  0.08

---

Here is a cluster of 11 separate species, C17H10BrCl40N2O4P in total from the Open Molecules 2025 dataset. Energies are from wB97M-V/def2-TZVPD.

Calculated values
Structure (SMILES) = CC(=O)OCCC[PH](Br)(N=C=O)N=C=O.ClC(Cl)(Cl)Cl.ClC(Cl)(Cl)Cl.ClC(Cl)(Cl)Cl.ClC(Cl)(Cl)Cl.ClC(Cl)(Cl)Cl.ClC(Cl)(Cl)Cl.ClC(Cl)(Cl)Cl.ClC(Cl)(Cl)Cl.ClC(Cl)(Cl)Cl.ClC(Cl)(Cl)Cl
Charge = 0
LUMO = -0.13 eV
Kohn-Sham gap = 0.3656 hartree
HOMO = -10.0821 eV
M = 1835.3 g mol⁻¹

Last column: Löwdin charge in e.
Positions of all 75 atoms, in Å:
C1 -2.397 -0.049 4.406  0.03
C2 -0.967 -0.493 4.303  -0.54
O1 -0.037 0.102 4.775  0.10
O2 -0.818 -1.675 3.645  -0.01
C3 0.222 -1.704 2.652  -0.19
C4 -0.331 -1.480 1.254  -0.19
C5 -0.744 -0.051 0.881  -0.29
P1 0.485 1.297 1.208  0.51
Br1 2.034 3.072 1.570  0.32
N1 1.603 0.528 0.118  -0.06
C6 2.727 0.400 0.615  -0.49
O3 3.754 0.125 1.069  0.09
N2 -0.650 2.491 0.662  -0.07
C7 -1.202 3.155 1.526  -0.44
O4 -1.733 3.830 2.304  0.19
H1 -2.448 1.002 4.672  0.09
H2 -2.918 -0.241 3.470  0.08
H3 -2.886 -0.653 5.172  0.10
H4 1.028 -1.022 2.927  0.10
H5 0.650 -2.704 2.697  0.11
H6 0.387 -1.886 0.539  0.10
H7 -1.227 -2.102 1.177  0.12
H8 -1.692 0.245 1.337  0.08
H9 -0.911 -0.029 -0.200  0.07
H10 0.570 1.067 2.589  0.02
C8 0.021 2.308 -3.503  -2.03
Cl1 -0.436 3.905 -4.093  0.50
Cl2 1.083 2.480 -2.105  0.55
Cl3 -1.442 1.438 -3.013  0.51
Cl4 0.851 1.405 -4.774  0.53
C9 4.406 -3.672 3.370  -2.02
Cl5 4.346 -3.283 5.089  0.51
Cl6 4.288 -2.168 2.449  0.55
Cl7 5.926 -4.483 2.990  0.51
Cl8 3.052 -4.735 2.958  0.52
C10 -3.066 2.672 -7.239  -2.04
Cl9 -4.115 2.379 -8.632  0.53
Cl10 -1.807 3.828 -7.684  0.52
Cl11 -4.030 3.331 -5.911  0.46
Cl12 -2.326 1.156 -6.729  0.52
C11 3.458 -5.126 -1.167  -2.05
Cl13 3.304 -3.450 -0.629  0.51
Cl14 3.456 -5.190 -2.930  0.51
Cl15 4.966 -5.805 -0.556  0.53
Cl16 2.095 -6.067 -0.548  0.52
C12 -2.847 6.758 -2.701  -2.04
Cl17 -2.216 5.649 -1.480  0.52
Cl18 -3.094 5.887 -4.222  0.46
Cl19 -4.390 7.421 -2.147  0.52
Cl20 -1.697 8.072 -2.956  0.54
C13 9.149 -1.886 4.982  -2.05
Cl21 10.223 -3.172 4.419  0.52
Cl22 9.951 -0.324 4.792  0.53
Cl23 7.659 -1.914 4.040  0.50
Cl24 8.767 -2.147 6.689  0.52
C14 3.541 -8.710 -5.445  -2.06
Cl25 3.605 -8.481 -3.698  0.50
Cl26 3.513 -7.129 -6.240  0.51
Cl27 4.964 -9.609 -5.979  0.53
Cl28 2.082 -9.607 -5.873  0.53
C15 -7.261 3.039 -2.924  -2.04
Cl29 -8.388 2.726 -4.245  0.53
Cl30 -5.966 4.094 -3.494  0.45
Cl31 -8.113 3.826 -1.592  0.53
Cl32 -6.571 1.510 -2.364  0.53
C16 2.854 -2.894 8.698  -2.06
Cl33 2.343 -2.404 10.316  0.53
Cl34 4.572 -2.525 8.488  0.50
Cl35 2.601 -4.631 8.499  0.52
Cl36 1.914 -2.015 7.490  0.52
C17 -8.711 6.945 -5.102  -2.05
Cl37 -9.072 8.573 -5.688  0.53
Cl38 -7.487 7.028 -3.835  0.48
Cl39 -10.181 6.213 -4.454  0.52
Cl40 -8.098 5.962 -6.436  0.52

---

Here is a cluster of 4 separate species, C3H8O in total from the Open Molecules 2025 dataset. Energies are from wB97M-V/def2-TZVPD.

Calculated values
Charge = 0
LUMO = 1.09 eV
Kohn-Sham gap = 0.3890 hartree
HOMO = -9.4981 eV
M = 60.1 g mol⁻¹

Last column: Löwdin charge in e.
Positions of all 12 atoms, in Å:
C1 1.285 0.829 -0.220  -0.16
C2 0.111 0.713 -0.919  -0.06
O1 -1.171 -0.705 0.044  -0.16
C3 -0.835 -1.080 1.192  -0.29
H1 1.486 1.728 0.360  0.08
H2 0.954 0.036 0.985  0.09
H3 2.160 0.262 -0.536  0.08
H4 0.020 0.045 -1.766  0.08
H5 -0.686 1.434 -0.789  0.08
H6 0.482 -0.475 1.533  0.09
H7 -1.324 -0.642 2.082  0.09
H8 -0.422 -2.093 1.347  0.09

---

Here is the molecule C3H10N2O from the Open Molecules 2025 dataset. Energies are from wB97M-V/def2-TZVPD.

Calculated values
Structure (SMILES) = C[C@H](O)C(N)N
Charge = 0
LUMO = 0.98 eV
Kohn-Sham gap = 0.3759 hartree
HOMO = -9.2521 eV
M = 90.1 g mol⁻¹

Last column: Löwdin charge in e.
Positions of all 16 atoms, in Å:
C1 0.052 -0.617 -0.459  -0.48
C2 -0.022 0.842 0.091  -0.39
C3 -0.612 0.940 1.493  -0.06
N1 1.038 -0.723 -1.511  0.03
N2 0.497 -1.606 0.481  0.03
O1 -0.826 1.637 -0.798  -0.06
H1 -1.751 1.354 -0.677  0.10
H2 -0.927 -0.894 -0.867  0.14
H3 0.976 1.296 0.104  0.15
H4 1.394 -1.293 0.848  0.08
H5 0.948 0.102 -2.109  0.07
H6 0.810 -1.515 -2.106  0.07
H7 0.723 -2.447 -0.044  0.07
H8 -1.586 0.443 1.552  0.08
H9 0.057 0.492 2.235  0.08
H10 -0.771 1.989 1.768  0.08

---

| no. | F_max (hartree/bohr) |
| --- | --- |
| 1 | 0.0570 |
| 2 | 0.0322 |
| 3 | 0.0058 |
| 4 | 0.0444 |